(1)
This record from the Open Molecules 2025 dataset describes a single C6H9NO molecule at a distorted geometry. The level of theory is wB97M-V/def2-TZVPD.

- Orbital gap: 9.862 eV
- ΔE to the lowest compared entry with this formula, charge and spin: 182.8 kcal/mol
- SMILES: N[C@@H]1CC=C[C@H]2O[C@H]12
- E: -9897.6761 eV

Atoms and positions in Å:
O 1.97047 -0.62041 0.08629
N -0.95141 -1.54582 1.14649
C 0.85759 -0.49231 -0.72854
C -0.72289 1.14386 -1.14109
C 0.86479 0.02461 0.56088
C -1.12769 1.18556 0.36510
C 0.18257 0.47382 -1.61477
C -0.54401 -0.02490 1.07032
H -2.25289 1.24514 0.12524
H -0.72104 0.28987 2.23419
H -1.31751 1.52380 -2.17836
H -0.56041 2.13290 0.97804
H -1.39068 -1.75039 0.28090
H 0.17904 0.31116 -2.80109
H -1.88651 -1.47024 1.68771
H 1.31054 1.03116 0.86440
H 0.47342 -1.39315 -0.97813

---

(2)
This record from the Open Molecules 2025 dataset describes C6H9NO as an isolated structure at a distorted geometry. The level of theory is wB97M-V/def2-TZVPD.

- Orbital gap: 9.509 eV
- ΔE to the lowest compared entry with this formula, charge and spin: 111.8 kcal/mol
- E: -9900.7539 eV

Atoms and positions in Å:
O -0.57826 0.41516 0.05940
N 4.24997 -0.92967 0.30130
C 1.63131 -0.64179 -0.24045
C 3.06893 -0.54666 -0.06660
C -1.36479 -0.78749 -0.17912
C 0.84384 0.41037 0.12046
C -2.86567 -0.45961 0.21262
C 1.34503 1.74150 -0.03661
H -3.31446 0.68724 -0.33231
H 1.33712 -1.63159 -0.35874
H 1.21595 2.21736 -0.98504
H -3.42591 -1.33111 -0.17166
H -1.02619 -1.38733 0.74201
H -1.43094 -1.35974 -1.23146
H 2.47020 1.49935 0.10914
H 0.97225 2.38653 0.64793
H -3.12836 -0.28252 1.40914